# C39H37N3O6S4Zn

A molecular structure, C39H37N3O6S4Zn at a distorted geometry (ωB97M-V with the def2-TZVPD basis set, the OMol25 dataset).

Geometry (Å):
Zn 0.163 -0.846 0.405
C -7.784 2.443 0.607
C -6.501 2.037 -0.012
C -5.772 1.002 0.616
C -4.475 0.758 0.179
C -3.976 1.384 -0.964
C -4.745 2.370 -1.619
C -5.977 2.706 -1.106
S -2.477 0.750 -1.690
O -1.806 2.577 0.745
O -2.739 0.496 -3.103
N -1.804 -0.349 -0.797
C -2.506 -1.631 -0.849
C -2.134 -2.463 0.363
O -2.766 -3.507 0.451
O -1.221 -2.005 1.111
H -8.030 1.763 1.439
H -8.610 2.425 -0.094
H -7.776 3.477 1.015
H -6.170 0.451 1.464
H -3.888 -0.021 0.678
H -4.435 2.782 -2.582
H -6.574 3.533 -1.538
H -2.285 -2.204 -1.819
H -3.577 -1.441 -0.921
C -0.895 0.833 4.398
C -1.289 2.186 4.356
C -1.546 2.724 3.099
C -1.467 1.897 1.928
N -1.191 0.570 2.025
C -1.012 0.042 3.259
C -0.949 2.692 -0.367
C 0.085 3.682 -0.456
C 0.632 3.999 -1.732
C 0.267 3.272 -2.858
C -0.533 2.169 -2.744
C -1.355 2.105 -1.608
H -0.733 0.406 5.375
H -1.438 2.737 5.260
H -2.027 3.673 2.872
H -0.874 -1.024 3.376
H 0.393 4.169 0.465
H 1.296 4.825 -1.875
H 0.636 3.515 -3.840
H -0.563 1.399 -3.519
O 1.549 -0.657 2.029
C 2.760 -0.367 2.070
C 3.340 0.991 1.579
C 3.541 2.081 2.695
C 3.700 1.545 4.170
C 4.638 0.313 4.365
C 4.057 -1.052 4.045
N 3.724 -1.204 2.631
H 2.620 1.395 0.841
H 4.299 0.822 1.071
H 2.721 2.800 2.645
H 4.498 2.584 2.430
H 2.717 1.262 4.579
H 4.004 2.414 4.772
H 4.869 0.324 5.446
H 5.610 0.434 3.852
H 3.093 -1.192 4.571
H 4.748 -1.859 4.329
H 4.526 -1.356 2.019
O 1.516 -1.213 -0.965
C 1.757 -2.138 -1.972
C 0.782 -2.001 -3.138
C -0.420 -2.689 -3.342
C -0.946 -2.433 -4.615
C -0.190 -1.561 -5.364
S 1.218 -1.031 -4.526
C 1.679 -3.557 -1.445
C 1.160 -4.718 -1.993
C 1.118 -5.811 -1.097
C 1.632 -5.479 0.123
S 2.288 -3.887 0.136
C 3.213 -1.822 -2.477
C 3.956 -0.656 -2.314
C 5.209 -0.691 -2.988
C 5.393 -1.882 -3.641
S 4.077 -3.008 -3.429
H -0.837 -3.372 -2.618
H -1.839 -2.897 -4.993
H -0.340 -1.257 -6.382
H 0.857 -4.836 -3.034
H 0.647 -6.783 -1.355
H 1.808 -6.118 0.958
H 3.553 0.211 -1.821
H 5.872 0.173 -2.994
H 6.253 -2.177 -4.244

Computed properties:
largest force on an atom	4.3	eV Å⁻¹
E_LUMO (alpha / beta)	4.035 / 4.029	eV
gap between HOMO and LUMO (alpha / beta)	2.864 / 2.930	eV
charge	-2



# C39H37N7O16

8 unconnected molecules or ions with the total composition C39H37N7O16 at a distorted geometry (ωB97M-V with the def2-TZVPD basis set, the OMol25 dataset).

Geometry (Å):
O -0.979 -0.204 1.656
C -0.050 -0.879 0.776
C 1.439 -0.201 0.587
O 2.190 0.398 1.683
H -0.512 -1.058 -0.195
H 0.087 -1.895 1.148
H 1.513 0.485 -0.256
H 2.006 -1.025 0.152
C -3.534 -1.346 3.246
N -3.591 0.043 3.757
O -2.498 0.548 4.089
O -4.630 0.706 3.585
H -2.566 -1.718 3.580
H -3.608 -1.344 2.159
H -4.391 -1.865 3.676
C 3.613 4.233 -0.922
C 3.650 5.127 -1.989
C 2.929 4.853 -3.190
C 2.228 3.660 -3.230
C 2.179 2.797 -2.167
C 2.885 3.093 -0.991
N 1.504 3.358 -4.501
O 1.017 2.198 -4.718
O 1.571 4.164 -5.448
H 4.208 4.448 -0.047
H 4.179 6.040 -1.756
H 2.911 5.636 -3.934
H 1.601 1.885 -2.184
H 2.859 2.446 -0.127
C -1.811 3.785 -2.784
C -1.564 2.704 -1.976
C -0.909 2.802 -0.764
C -0.484 4.038 -0.353
C -0.748 5.212 -1.124
C -1.467 5.052 -2.350
N 0.309 4.168 0.917
O 0.444 3.209 1.599
O 0.735 5.300 1.302
H -2.348 3.597 -3.702
H -1.968 1.779 -2.361
H -0.802 1.950 -0.109
H -0.470 6.231 -0.902
H -1.671 5.902 -2.984
C 3.976 -5.170 2.669
C 2.821 -5.817 3.110
C 1.736 -5.180 3.665
C 1.706 -3.781 3.596
C 2.871 -3.055 3.119
C 3.984 -3.789 2.601
N 0.446 -3.088 4.032
O -0.564 -3.733 4.308
O 0.402 -1.820 4.094
H 4.895 -5.648 2.361
H 2.814 -6.894 3.036
H 0.897 -5.814 3.914
H 2.742 -1.987 3.031
H 4.885 -3.283 2.287
C 4.689 -0.212 -2.042
C 5.362 -0.941 -1.084
C 6.306 -1.884 -1.519
C 6.394 -2.235 -2.886
C 5.559 -1.580 -3.817
C 4.704 -0.489 -3.421
N 7.270 -3.401 -3.349
O 7.291 -3.688 -4.553
O 7.914 -3.975 -2.501
H 4.137 0.651 -1.699
H 5.280 -0.631 -0.052
H 6.924 -2.420 -0.815
H 5.694 -1.732 -4.878
H 4.135 0.041 -4.169
C -5.667 2.328 -0.192
C -5.971 3.503 0.491
C -5.121 3.926 1.540
C -3.924 3.266 1.815
C -3.553 2.145 1.036
C -4.400 1.672 0.080
N -3.065 3.704 2.978
O -2.063 3.092 3.303
O -3.439 4.725 3.509
H -6.204 1.848 -0.996
H -6.885 4.036 0.277
H -5.396 4.773 2.151
H -2.546 1.764 1.119
H -4.107 0.929 -0.647
C -3.166 -3.635 -1.797
C -4.313 -4.381 -2.046
C -5.086 -4.757 -0.949
C -4.615 -4.584 0.352
C -3.441 -3.820 0.582
C -2.744 -3.432 -0.481
N -5.430 -5.151 1.464
O -6.386 -5.878 1.187
O -5.062 -4.976 2.640
H -2.541 -3.330 -2.624
H -4.689 -4.522 -3.048
H -6.057 -5.225 -1.023
H -3.058 -3.788 1.591
H -1.800 -2.990 -0.200

Computed properties:
multiplicity	2
largest force on an atom	4.6	eV Å⁻¹
E_LUMO (alpha / beta)	4.148 / 4.149	eV
gap between HOMO and LUMO (alpha / beta)	1.928 / 2.259	eV
charge	-3



# C39H38As2N6NaO2S2

A molecular structure, C39H38As2N6NaO2S2 (ωB97M-V with the def2-TZVPD basis set, the OMol25 dataset).

Geometry (Å):
Na -0.854 1.017 -1.077
C 1.250 2.254 1.613
C 2.406 1.402 1.085
As 2.158 0.920 -0.811
C 1.790 -0.984 -0.843
C 1.499 -1.763 0.195
C 1.047 -3.188 0.018
C 1.106 -3.762 -1.423
C 1.577 -2.810 -2.471
C 1.851 -1.539 -2.205
C 4.050 0.657 -1.263
C 4.829 -0.238 -0.535
C 6.161 -0.430 -0.862
C 6.723 0.266 -1.925
C 5.954 1.159 -2.654
C 4.620 1.355 -2.322
As -0.395 1.183 1.667
C -0.043 0.324 3.402
C 0.234 1.100 4.525
C 0.517 0.506 5.743
C 0.520 -0.878 5.860
C 0.223 -1.661 4.758
C -0.058 -1.061 3.537
C -1.687 2.476 2.316
C -2.924 1.965 2.709
C -3.916 2.805 3.184
C -3.684 4.173 3.262
C -2.463 4.690 2.858
C -1.468 3.845 2.384
H 1.089 3.106 0.953
H 1.479 2.639 2.607
H 2.538 0.501 1.692
H 3.341 1.961 1.130
H 1.467 -1.370 1.207
H 1.516 -3.831 0.762
H 1.668 -4.695 -1.500
H 1.659 -3.195 -3.482
H 2.179 -0.871 -2.996
H 4.389 -0.794 0.285
H 6.763 -1.126 -0.293
H 7.762 0.111 -2.184
H 6.390 1.702 -3.482
H 4.014 2.049 -2.893
H 0.209 2.182 4.453
H 0.732 1.123 6.606
H 0.746 -1.342 6.812
H 0.207 -2.740 4.843
H -0.297 -1.688 2.687
H -3.101 0.896 2.644
H -4.869 2.397 3.497
H -4.454 4.832 3.641
H -2.281 5.756 2.917
H -0.520 4.265 2.066
N -4.333 -0.518 -0.698
C -4.213 0.828 -0.796
N -3.085 1.479 -0.875
C -3.312 2.847 -0.879
C -4.614 3.219 -0.820
S -5.633 1.839 -0.740
C -2.196 3.784 -0.950
C -2.326 5.129 -0.848
S -0.801 5.903 -1.022
C -0.069 4.337 -1.225
N -0.898 3.332 -1.145
N 1.275 4.222 -1.404
H -3.513 -1.053 -0.930
H -5.227 -0.933 -0.891
H -5.044 4.206 -0.829
H -3.214 5.716 -0.687
H 1.780 5.051 -1.666
H 1.605 3.351 -1.788
O -0.139 -6.806 -2.777
C -0.145 -5.865 -3.828
N -1.423 -5.245 -4.069
C -1.932 -4.071 -3.587
O -2.942 -3.599 -4.087
C -1.263 -3.371 -2.448
C -0.447 -4.041 -1.391
C -0.522 -3.337 0.009
C -1.143 -1.993 -0.044
N -1.429 -1.345 -1.107
C -1.531 -2.062 -2.318
H -0.700 -7.553 -3.008
H 0.174 -6.329 -4.763
H 0.586 -5.106 -3.555
H -2.010 -5.638 -4.789
H -0.656 -5.105 -1.343
H -0.934 -3.922 0.832
H -1.353 -1.483 0.893
H -2.020 -1.519 -3.118

Computed properties:
largest force on an atom	1.0	eV Å⁻¹
E_LUMO	-2.688	eV
gap between HOMO and LUMO	7.326	eV
charge	+1



# C39H38AsBaCl4N11O4P2

A molecular structure, C39H38AsBaCl4N11O4P2 (ωB97M-V with the def2-TZVPD basis set, the OMol25 dataset).

Geometry (Å):
Ba -0.303 1.818 1.525
N -2.025 5.508 0.152
C -1.105 5.555 1.197
N -0.627 6.701 1.663
N 0.199 6.328 2.661
N 0.207 5.041 2.772
N -0.633 4.504 1.856
C -2.063 4.479 -0.782
N -2.475 4.690 -2.029
N -2.396 3.480 -2.606
N -1.958 2.616 -1.751
N -1.738 3.208 -0.562
H -2.159 6.410 -0.276
O -0.539 -3.093 0.294
P -0.007 -2.862 -1.070
C -1.198 -2.043 -2.171
P -1.358 -0.230 -1.876
O -0.801 0.107 -0.539
C -0.415 0.484 -3.241
C -0.599 0.102 -4.566
C 0.208 0.633 -5.562
C 1.205 1.541 -5.231
C 1.391 1.919 -3.909
C 0.582 1.396 -2.913
C -3.137 -0.034 -2.118
C -3.699 0.679 -3.170
C -5.078 0.741 -3.296
C -5.897 0.110 -2.368
C -5.336 -0.584 -1.304
C -3.957 -0.661 -1.183
C 0.348 -4.434 -1.928
C -0.701 -5.178 -2.465
C -0.468 -6.418 -3.040
C 0.820 -6.933 -3.077
C 1.870 -6.207 -2.533
C 1.634 -4.964 -1.961
C 1.509 -1.908 -1.199
C 2.003 -1.263 -0.071
C 3.116 -0.439 -0.177
C 3.730 -0.271 -1.408
C 3.241 -0.914 -2.540
C 2.127 -1.729 -2.437
H -2.164 -2.518 -1.987
H -0.927 -2.219 -3.214
H -1.380 -0.602 -4.831
H 0.054 0.343 -6.595
H 1.834 1.958 -6.009
H 2.161 2.632 -3.642
H 0.726 1.698 -1.884
H -3.066 1.237 -3.846
H -5.513 1.316 -4.103
H -6.974 0.178 -2.462
H -5.969 -1.057 -0.563
H -3.514 -1.185 -0.344
H -1.713 -4.790 -2.429
H -1.293 -6.984 -3.456
H 1.005 -7.902 -3.525
H 2.875 -6.608 -2.552
H 2.456 -4.400 -1.538
H 1.503 -1.373 0.883
H 3.455 0.081 0.709
H 4.589 0.386 -1.494
H 3.710 -0.760 -3.504
H 1.731 -2.215 -3.324
Cl 2.248 -1.291 7.871
C 2.191 -0.641 6.258
C 3.332 -0.584 5.491
Cl 4.852 -1.153 6.120
C 3.257 -0.061 4.187
Cl 4.701 0.021 3.204
C 2.068 0.404 3.620
O 1.981 0.871 2.417
C 0.864 0.374 4.443
O -0.236 0.823 3.946
C 0.977 -0.166 5.729
Cl -0.470 -0.216 6.700
C 3.515 3.507 2.978
N 3.880 3.075 1.628
C 5.209 3.408 1.158
C 2.916 2.943 0.735
N 2.074 2.817 -0.051
H 4.257 3.106 3.669
H 2.545 3.093 3.232
H 3.473 4.597 3.046
H 5.935 2.999 1.862
H 5.358 4.492 1.081
H 5.376 2.957 0.182
C -3.928 -2.117 2.152
As -2.472 -0.891 2.686
C -3.324 -0.244 4.325
C -1.328 -2.268 3.458
H -4.262 -2.703 3.011
H -3.556 -2.798 1.384
H -4.774 -1.554 1.754
H -3.622 -1.079 4.963
H -4.202 0.351 4.070
H -2.597 0.375 4.848
H -1.909 -2.908 4.124
H -0.530 -1.789 4.021
H -0.903 -2.856 2.644

Computed properties:
largest force on an atom	0.2	eV Å⁻¹
ΔE to the lowest compared entry with this formula, charge and spin	35.6	kJ/mol
E_LUMO	3.510	eV
gap between HOMO and LUMO	5.335	eV
charge	-2



# C39H38F5IN5O2SSi2Tb

A molecular structure, C39H38F5IN5O2SSi2Tb at a distorted geometry (ωB97M-V with the def2-TZVPD basis set, the OMol25 dataset).

Geometry (Å):
Tb -0.443 0.806 0.179
C 3.657 -5.657 2.417
O 2.949 -4.637 3.039
C 3.602 -3.574 3.470
C 2.964 -2.640 4.300
C 3.573 -1.459 4.665
C 4.896 -1.226 4.308
C 5.603 -2.169 3.620
C 4.935 -3.301 3.122
N 5.620 -0.035 4.680
N 5.206 1.092 4.389
C 3.987 1.343 3.707
C 2.993 1.946 4.381
C 1.734 2.158 3.795
C 1.457 1.680 2.543
O 0.261 1.706 2.083
C 2.515 1.144 1.759
N 2.211 0.888 0.457
C 3.225 0.467 -0.341
C 4.559 0.276 0.150
C 4.826 0.517 1.493
C 3.797 0.928 2.355
H 2.974 -6.489 2.287
H 4.504 -6.034 3.035
H 4.019 -5.480 1.419
H 1.924 -2.771 4.680
H 3.069 -0.745 5.225
H 6.656 -1.985 3.449
H 5.592 -3.985 2.564
H 3.181 2.202 5.392
H 0.850 2.486 4.324
H 2.937 0.162 -1.327
H 5.393 -0.011 -0.480
H 5.815 0.330 1.852
C -2.482 -0.569 -3.829
Si -3.081 1.002 -3.021
C -4.517 0.647 -1.880
C -3.626 1.996 -4.515
C -1.607 1.660 -2.163
C -1.759 2.825 -1.362
C -2.826 3.829 -1.420
C -2.841 4.899 -0.603
C -1.878 5.065 0.393
C -0.909 4.122 0.400
N -0.842 3.107 -0.438
Si 0.032 1.584 -3.080
C 0.815 -0.105 -2.824
C -0.120 1.984 -4.878
C 1.354 2.823 -2.494
H -3.192 -0.995 -4.551
H -2.290 -1.380 -3.171
H -1.590 -0.356 -4.363
H -5.412 0.342 -2.446
H -4.792 1.572 -1.366
H -4.222 -0.123 -1.160
H -3.866 3.022 -4.252
H -4.523 1.512 -4.939
H -2.830 2.044 -5.225
H -3.558 3.779 -2.234
H -3.606 5.648 -0.683
H -1.913 5.876 1.137
H -0.179 4.133 1.199
H 0.236 -0.894 -3.355
H 0.916 -0.475 -1.796
H 1.773 -0.107 -3.337
H -0.898 1.486 -5.448
H 0.804 1.885 -5.448
H -0.529 2.991 -4.957
H 1.742 2.468 -1.552
H 1.049 3.826 -2.334
H 2.179 2.835 -3.252
F -1.725 -6.757 -2.455
C -1.438 -5.608 -1.840
C -0.136 -5.099 -1.955
F 0.799 -5.809 -2.548
C 0.156 -3.893 -1.354
F 1.447 -3.538 -1.391
C -0.808 -3.197 -0.586
S -0.217 -1.909 0.456
C -2.080 -3.721 -0.480
F -3.038 -3.061 0.183
C -2.375 -4.924 -1.038
F -3.599 -5.442 -0.971
I -5.990 3.853 0.987
C -4.905 2.091 1.409
C -5.582 0.927 1.742
C -4.817 -0.220 1.802
C -3.451 -0.191 1.523
N -2.809 0.962 1.261
C -3.571 2.067 1.182
H -6.662 0.885 1.811
H -5.324 -1.186 1.929
H -2.901 -1.144 1.597
H -3.025 3.017 0.990

Computed properties:
multiplicity	7
largest force on an atom	2.8	eV Å⁻¹
E_LUMO (alpha / beta)	-0.950 / -0.254	eV
gap between HOMO and LUMO (alpha / beta)	6.519 / 7.232	eV